No. 1
The following is a quantum chemistry calculation of a molecular structure, C31H50ErO3P2S in a non-equilibrium geometry, from the OMol25 dataset.

Summary:
HOMO level (spin up / spin down): -10.73 / -10.73 eV
Kohn-Sham gap (spin up / spin down): 8.008 / 8.083 eV
<S²>: 3.753
LUMO energy (spin up / spin down): -2.72 / -2.65 eV

```
! RIJCOSX wB97M-V def2-TZVPD def2/J DEFGRID3
* xyz 1 4
Er -0.577 -1.021 -0.702
C 0.668 -1.877 1.397
C -0.578 -1.297 1.816
C -1.040 -3.222 0.616
C 0.373 -3.066 0.666
C -1.626 -2.191 1.414
C 1.977 -1.506 1.979
H 1.890 -1.366 3.067
H 2.330 -0.563 1.543
H 2.734 -2.276 1.791
C 1.286 -4.192 0.364
H 2.254 -4.054 0.857
H 1.447 -4.285 -0.716
H 0.845 -5.144 0.695
C -1.668 -4.480 0.132
H -1.242 -5.338 0.675
H -1.468 -4.652 -0.935
H -2.752 -4.497 0.263
C -2.901 -2.309 2.159
H -2.777 -3.005 3.008
H -3.713 -2.698 1.540
H -3.201 -1.337 2.572
C -0.709 -0.377 2.972
H -0.792 -0.967 3.904
H -1.613 0.244 2.905
H 0.154 0.292 3.094
C 1.681 3.280 0.705
C 1.866 3.697 1.961
C 0.741 4.054 2.899
C -0.333 5.064 2.366
C -1.667 4.488 2.038
C -1.865 3.372 1.330
C -0.746 2.504 0.832
C 0.363 3.213 0.007
H 1.194 4.502 3.810
H 0.075 5.638 1.522
H 0.260 3.117 3.245
H 0.005 4.202 -0.336
H 2.539 2.993 0.077
H 2.884 3.799 2.369
H 0.542 2.615 -0.906
H -0.269 1.952 1.655
H -2.870 2.965 1.143
H -1.191 1.742 0.165
H -0.520 5.778 3.178
H -2.529 5.071 2.370
P -1.812 1.558 -2.308
P -3.167 -0.955 -1.318
C -3.581 1.261 -2.902
C -3.783 -0.239 -2.937
H -3.701 1.726 -3.890
H -4.278 1.758 -2.207
H -4.831 -0.533 -3.091
H -3.162 -0.695 -3.730
C -3.916 -2.601 -1.488
H -3.776 -3.188 -0.577
H -3.418 -3.133 -2.312
H -4.987 -2.496 -1.705
C -4.151 -0.073 -0.032
H -5.099 0.311 -0.430
H -3.594 0.768 0.410
H -4.379 -0.752 0.796
C -0.980 1.594 -3.958
H -0.032 1.045 -3.891
H -0.771 2.635 -4.245
H -1.622 1.131 -4.719
C -2.206 3.375 -2.165
H -3.027 3.651 -2.852
H -1.343 4.011 -2.409
H -2.528 3.601 -1.138
C 7.380 -1.815 0.348
C 6.034 -1.564 -0.245
C 5.745 -0.313 -0.782
C 4.474 -0.025 -1.257
C 3.519 -1.052 -1.366
C 3.822 -2.312 -0.876
C 5.051 -2.568 -0.277
S 1.937 -0.630 -2.066
O 1.311 0.161 -0.915
O 2.133 0.105 -3.287
O 0.986 -1.813 -2.152
H 8.044 -2.307 -0.372
H 7.842 -0.856 0.611
H 7.325 -2.445 1.240
H 6.525 0.449 -0.769
H 4.217 0.994 -1.524
H 3.075 -3.099 -0.916
H 5.265 -3.526 0.198
*
```


No. 2
The following is a quantum chemistry calculation of C7H10O2 in the gas phase in a non-equilibrium geometry, from the OMol25 dataset.

Summary:
HOMO level: -8.49 eV
SMILES: C[C@@H]1CO[C@]23C[C@H]2[C@]13O
Kohn-Sham gap: 9.372 eV
LUMO energy: 0.88 eV

```
! RIJCOSX wB97M-V def2-TZVPD def2/J DEFGRID3
* xyz 0 1
C 0.429 -2.217 -1.456
C 0.160 1.556 -0.826
C -0.475 -1.402 -0.490
C 0.046 0.918 0.578
C 0.649 -0.583 -1.216
C 0.462 -0.540 0.285
C -1.133 1.053 1.439
O 0.558 0.673 -1.844
O 1.372 -1.024 1.224
H 1.249 -2.805 -1.084
H 0.181 -2.403 -2.434
H -0.723 2.133 -1.235
H 0.982 2.210 -0.662
H -1.539 -1.231 -0.545
H 0.974 1.326 1.124
H -0.871 1.704 2.203
H -1.319 0.131 1.990
H -2.006 1.355 0.871
H 1.004 -0.856 2.079
*
```


No. 3
The following is a quantum chemistry calculation of a molecular structure, C28H47BrNOP3Pt in a non-equilibrium geometry, from the OMol25 dataset.

Summary:
HOMO level (spin up / spin down): -18.06 / -19.50 eV
Kohn-Sham gap (spin up / spin down): 4.332 / 3.386 eV
<S²>: 6.086
LUMO energy (spin up / spin down): -13.73 / -16.11 eV

```
! RIJCOSX wB97M-V def2-TZVPD def2/J DEFGRID3
* xyz 4 5
C -0.895 -1.562 6.094
C -1.231 -1.838 4.744
C -2.577 -1.676 4.354
C -3.523 -1.201 5.272
N -3.171 -0.875 6.521
C -1.918 -1.085 6.946
C -0.360 -2.205 3.667
C 0.476 -3.044 3.245
C 1.044 -3.332 1.977
C 2.186 -2.596 1.561
C 2.148 -2.129 0.243
C 0.990 -2.497 -0.423
C 0.222 -3.649 -0.265
C 0.184 -4.042 1.060
Pt 0.196 -0.761 -1.096
P -0.269 0.836 0.385
H -2.878 -1.986 3.352
H 0.097 -1.750 6.502
H -4.569 -1.070 4.957
H -1.701 -0.837 8.000
H -0.574 -4.747 1.462
H 2.942 -2.224 2.250
H -0.344 -4.080 -1.109
H 2.724 -1.313 -0.262
C 0.078 2.452 -0.456
C -0.622 3.686 0.125
H -0.224 2.304 -1.507
H 1.177 2.549 -0.479
H -0.344 4.576 -0.459
H -1.717 3.590 0.060
H -0.321 3.858 1.169
C -2.081 0.724 0.756
C -2.580 1.369 2.058
H -2.265 -0.364 0.763
H -2.644 1.103 -0.115
H -3.681 1.321 2.115
H -2.201 0.827 2.936
H -2.288 2.432 2.117
C 0.754 0.679 1.928
C 0.696 1.925 2.823
H 1.787 0.488 1.590
H 0.439 -0.240 2.455
H 1.295 1.773 3.734
H 1.102 2.803 2.297
H -0.341 2.129 3.128
Br 1.268 -1.914 -2.999
P -1.277 -0.188 -2.928
C -2.518 1.151 -2.646
C -3.067 1.778 -3.925
H -2.050 1.935 -2.034
H -3.339 0.734 -2.042
H -3.768 2.571 -3.625
H -2.263 2.226 -4.524
H -3.609 1.044 -4.536
C -0.271 0.385 -4.355
C -0.506 -0.350 -5.662
H 0.781 0.233 -4.064
H -0.410 1.465 -4.472
H 0.304 -0.073 -6.345
H -0.483 -1.439 -5.549
H -1.451 -0.077 -6.146
C -2.253 -1.673 -3.342
C -3.520 -1.456 -4.169
H -2.521 -2.148 -2.386
H -1.590 -2.383 -3.856
H -4.007 -2.425 -4.339
H -4.238 -0.802 -3.667
H -3.333 -1.037 -5.165
C 4.927 -0.181 1.030
P 4.376 0.882 -0.331
C 5.057 2.494 0.054
C 5.137 0.275 -1.840
O 2.883 0.919 -0.495
H 4.887 -1.243 0.757
H 4.289 -0.019 1.909
H 5.961 0.086 1.281
H 6.132 2.400 0.229
H 4.863 3.158 -0.792
H 4.567 2.887 0.950
H 4.822 -0.761 -2.006
H 4.776 0.890 -2.671
H 6.227 0.339 -1.768
*
```


No. 4
The following is a quantum chemistry calculation of C4H8O4 in the gas phase in a non-equilibrium geometry, from the OMol25 dataset.

Summary:
HOMO level: -9.87 eV
SMILES: C[C@@H](O)C(O)(O)C=O
Kohn-Sham gap: 10.629 eV
LUMO energy: 0.76 eV

```
! RIJCOSX wB97M-V def2-TZVPD def2/J DEFGRID3
* xyz 0 1
C -0.706 0.088 0.525
C 0.054 -0.491 -0.691
C 0.763 0.560 -1.528
C 0.364 0.250 1.633
O -1.679 -0.803 0.953
O -1.254 1.352 0.264
O 0.998 -1.407 -0.045
O 0.258 -0.324 2.682
H -1.424 -1.109 1.841
H -2.200 1.230 0.117
H 1.590 -1.792 -0.702
H -0.657 -1.072 -1.293
H 1.082 1.059 1.441
H 1.584 0.998 -0.966
H 0.066 1.351 -1.794
H 1.160 0.111 -2.436
*
```


Values for energy above the lowest of the compared OMol25 structures with the same formula, charge and spin, kJ/mol, ordered as above
0.0; 400.7; 304.9; 203.7
Values for energy, Ha, ordered as above
-3532.7398; -423.0473; -4940.6864; -458.1556